DFT (the ωB97M-V functional and the def2-TZVPD basis) results for a structure of composition C49H61BN8O3PS3V.

**Multiplicity**: 4
**Kohn-Sham gap (alpha / beta)**: 0.2533 / 0.2105 Ha
**Net charge**: +1
**Total energy**: -138019.9792 eV

Each line ends with the Mulliken spin population.
Positions of all 127 atoms, in Å:
1 V 1.818 -1.807 -0.607  2.801
2 C -1.673 -1.368 3.381  -0.004
3 C -1.432 -0.239 2.394  0.000
4 C -2.101 0.913 2.651  -0.002
5 C -1.898 2.316 2.112  0.000
6 N -0.821 1.382 0.231  0.049
7 N -0.258 0.119 0.183  0.088
8 B 0.039 -0.567 -1.134  0.076
9 N -1.218 -1.394 -1.554  0.026
10 N -2.278 -1.181 -0.747  0.012
11 C -3.407 -1.800 -0.921  0.010
12 C -3.513 -2.848 -1.868  -0.005
13 C -2.485 -3.074 -2.721  0.009
14 C -2.530 -4.155 -3.752  0.001
15 C -1.328 -2.219 -2.657  -0.023
16 S -0.225 -2.216 -3.908  0.050
17 C -4.581 -1.348 -0.062  0.005
18 C -5.907 -1.919 -0.568  0.000
19 C -4.644 0.187 -0.103  -0.001
20 C -4.354 -1.803 1.384  0.005
21 N 0.454 0.419 -2.242  0.028
22 N -0.523 1.252 -2.602  -0.015
23 C -0.307 2.165 -3.503  0.003
24 C 1.004 2.380 -4.006  0.003
25 C 1.998 1.501 -3.697  0.006
26 C 3.400 1.635 -4.194  -0.003
27 C 1.668 0.397 -2.850  0.042
28 S 2.706 -0.926 -2.699  -0.039
29 C -1.530 2.939 -3.983  -0.002
30 C -2.032 3.881 -2.880  0.000
31 C -1.221 3.759 -5.237  0.000
32 C -2.634 1.918 -4.307  0.001
33 C -0.449 -0.589 1.324  -0.063
34 S 0.504 -1.973 1.503  0.012
35 C -2.075 3.499 3.130  0.003
36 C -0.923 4.505 2.990  0.001
37 C -3.380 4.223 2.786  0.000
38 C -2.127 3.027 4.588  0.000
39 H -2.531 -1.158 4.015  -0.001
40 H -0.792 -1.472 4.019  0.001
41 H -1.826 -2.327 2.891  0.001
42 H -2.854 0.837 3.427  0.000
43 H -4.401 -3.464 -1.918  -0.001
44 H -3.324 -4.868 -3.533  0.000
45 H -1.570 -4.668 -3.807  0.000
46 H -2.709 -3.717 -4.735  0.000
47 H -6.065 -1.687 -1.623  0.000
48 H -6.723 -1.473 0.000  0.000
49 H -5.963 -3.000 -0.425  0.000
50 H -4.850 0.535 -1.117  0.000
51 H -3.695 0.612 0.224  0.001
52 H -5.443 0.543 0.551  0.000
53 H -4.230 -2.887 1.439  0.000
54 H -5.210 -1.524 2.000  0.000
55 H -3.465 -1.322 1.776  -0.003
56 H 1.207 3.233 -4.638  0.000
57 H 3.587 2.633 -4.586  0.000
58 H 3.590 0.907 -4.986  0.001
59 H 4.099 1.410 -3.387  -0.001
60 H -1.237 4.553 -2.547  0.000
61 H -2.406 3.307 -2.031  0.000
62 H -2.848 4.493 -3.267  0.000
63 H -0.537 4.582 -5.022  0.000
64 H -2.148 4.190 -5.615  0.000
65 H -0.792 3.138 -6.026  0.000
66 H -2.855 1.315 -3.427  -0.001
67 H -2.318 1.253 -5.112  0.000
68 H -3.541 2.436 -4.621  0.000
69 H -0.817 4.847 1.959  0.000
70 H 0.027 4.080 3.314  0.000
71 H -1.127 5.378 3.613  0.000
72 H -3.336 4.643 1.779  0.000
73 H -3.561 5.042 3.484  0.000
74 H -4.232 3.541 2.831  0.000
75 H -1.315 2.331 4.814  0.000
76 H -3.074 2.535 4.819  0.000
77 H -2.029 3.884 5.256  0.000
78 O 4.992 -0.108 -0.645  0.027
79 C 4.153 -0.138 0.225  -0.008
80 O 2.943 -0.657 0.046  -0.200
81 C 4.410 0.479 1.626  -0.005
82 P 2.811 0.309 2.531  -0.011
83 C 3.176 0.692 4.282  0.001
84 C 3.405 1.933 4.867  0.000
85 C 3.748 2.010 6.210  0.000
86 C 3.870 0.857 6.972  0.000
87 C 3.615 -0.383 6.405  0.000
88 C 3.258 -0.461 5.067  0.001
89 C 1.823 1.624 1.776  -0.006
90 C 2.147 2.188 0.478  0.013
91 C 1.224 2.802 -0.276  -0.006
92 C -0.196 2.678 0.025  0.003
93 C -0.554 2.207 1.431  -0.019
94 C 0.579 1.824 2.276  0.007
95 H 4.755 1.507 1.522  0.000
96 H 5.193 -0.081 2.138  0.000
97 H 3.326 2.838 4.277  0.000
98 H 3.923 2.976 6.665  0.000
99 H 4.165 0.923 8.011  0.000
100 H 3.685 -1.287 6.996  0.000
101 H 3.040 -1.419 4.608  0.001
102 H 3.187 2.263 0.184  0.000
103 H 1.505 3.400 -1.135  0.000
104 H -0.871 3.344 -0.497  -0.002
105 H -2.642 2.457 1.323  0.000
106 H 0.385 1.587 3.314  -0.001
107 C -0.160 -5.162 -0.138  -0.001
108 C 0.858 -4.497 -1.009  0.047
109 O 0.981 -3.261 -1.045  -0.026
110 N 1.611 -5.257 -1.799  0.038
111 C 2.641 -4.667 -2.644  0.004
112 C 3.841 -4.136 -1.883  0.014
113 C 5.094 -4.142 -2.476  -0.001
114 C 6.171 -3.634 -1.768  0.003
115 C 5.970 -3.166 -0.480  -0.002
116 C 4.689 -3.203 0.035  0.034
117 N 3.637 -3.658 -0.652  0.030
118 H -0.504 -4.460 0.617  0.000
119 H 0.270 -6.038 0.348  0.000
120 H -1.014 -5.478 -0.738  0.004
121 H 1.653 -6.245 -1.607  -0.001
122 H 2.180 -3.841 -3.196  0.003
123 H 2.957 -5.420 -3.363  -0.003
124 H 5.219 -4.534 -3.477  0.000
125 H 7.156 -3.614 -2.215  0.000
126 H 6.791 -2.773 0.102  0.000
127 H 4.477 -2.861 1.043  -0.009